No. 1
ORCA calculation (ωB97M-V/def2-TZVPD) on a single C4H10N2O molecule in a non-equilibrium geometry.

The geometry in XYZ format:
```
17
Properties=species:S:1:pos:R:3:forces:R:3
C 0.887058 2.431740 -1.145275 -0.193 -0.322 -0.800
N -0.270352 1.802515 -0.544071 -1.946 -0.230 -0.758
C -0.701870 0.123797 -0.528216 3.054 7.097 -1.786
O 0.561461 -0.448353 -0.790221 -0.146 0.385 0.286
C 0.220468 0.015718 0.501624 -3.614 -8.020 2.272
N -0.702188 -1.357753 1.006913 1.657 0.094 0.305
C -0.126796 -2.683642 1.092963 0.422 0.399 0.251
H 1.530726 1.691155 -1.630486 -0.022 0.012 0.177
H 1.478663 2.967487 -0.393263 -0.015 -0.061 -0.064
H 0.597363 3.139827 -1.930852 0.157 0.040 0.038
H -1.104219 2.381380 -0.604566 0.206 -0.161 -0.056
H -1.679242 -0.036304 -0.946679 0.016 -0.525 0.348
H 0.841806 0.383827 1.296613 -0.040 0.772 -0.374
H -1.672086 -1.287408 1.295635 0.554 0.616 0.111
H 0.534570 -2.863781 0.239358 -0.099 -0.012 -0.083
H -0.890968 -3.468818 1.091538 0.046 0.203 0.035
H 0.495606 -2.791387 1.988985 -0.037 -0.288 0.101
```
Forces are in eV/Å.

As for the spin multiplicity: 1. For the energy, the calculation gives -342.915271 a.u. As for the energy above the lowest of the compared OMol25 structures with the same formula, charge and spin: 7.788 eV. As for the HOMO-LUMO gap: 9.0 eV. Its SMILES is CN[C@H]1O[C@@H]1NC.


No. 2
ORCA calculation (ωB97M-V/def2-TZVPD) on C33H37N3O2Si as an isolated structure in a non-equilibrium geometry.

The geometry in XYZ format:
```
76
Properties=species:S:1:pos:R:3:forces:R:3
O 1.133613 -3.779808 -0.363461 -0.503 1.057 -0.140
C 0.686694 -2.650116 -0.247758 0.084 -0.587 -0.115
C 1.087049 -1.654809 0.739063 -0.235 1.501 0.944
N 0.075186 -0.931424 1.282212 0.802 -0.019 -0.748
C 0.646828 -0.150551 2.237590 0.998 -1.209 -0.322
C 2.001487 -0.481194 2.304209 -0.583 0.791 -0.267
N 2.308900 -1.353626 1.302073 -0.525 -0.142 -0.690
H -0.162747 -2.222339 -0.831776 0.130 -0.729 -0.018
H 0.120791 0.616877 2.792050 -0.058 -0.383 0.081
H 2.687949 -0.145030 3.047582 0.592 0.416 -0.093
C 9.372501 3.233130 5.997054 0.167 0.171 0.174
Si 7.518680 3.366588 5.904028 -0.299 -0.600 -0.504
C 6.720377 3.440373 7.585859 0.089 0.093 0.124
C 6.972279 4.794491 4.852534 0.053 0.370 0.024
O 6.952464 1.937114 5.253716 -0.061 -0.251 0.250
C 6.532922 1.430604 4.002180 -0.499 -0.156 0.443
C 5.075886 1.881351 3.701263 0.470 0.005 -0.152
C 4.199060 2.151682 4.753443 -0.055 0.435 0.010
C 2.909226 2.633148 4.497904 0.047 -0.281 -0.065
C 2.448917 2.744798 3.185468 0.028 0.109 0.004
C 3.292770 2.399425 2.130484 0.292 -0.104 0.084
C 4.601285 1.979320 2.390543 -0.366 0.149 -0.132
C 7.593991 1.839448 2.960168 -0.365 0.338 0.565
C 7.381900 2.935378 2.124053 0.294 -0.062 -0.439
C 8.364612 3.318209 1.204937 -0.002 0.044 0.371
C 9.610618 2.692797 1.219350 -0.073 -0.143 -0.151
C 9.856897 1.659367 2.125871 -0.109 0.001 0.301
C 8.859144 1.248163 3.014167 0.077 0.098 -0.528
C 6.489057 -0.124040 4.231756 0.363 -0.177 -0.433
C 5.792889 -0.582330 5.529903 0.580 -0.379 0.235
C 4.612400 -1.465457 5.136774 -0.593 0.051 -0.043
C 4.790225 -1.789890 3.662101 -0.427 -0.236 -0.059
N 5.745804 -0.817435 3.167409 0.405 -0.490 -0.193
C 6.026114 -0.716679 1.853642 -1.482 -0.206 -0.456
C 5.183748 -1.021582 0.775169 1.566 1.338 0.723
C 4.030237 -1.862611 0.633803 -1.127 -1.791 0.978
C 3.933410 -2.424845 -0.771424 -0.410 0.492 -0.165
C 3.774159 -3.796384 -1.045949 0.115 0.374 0.330
C 3.746753 -4.257445 -2.362252 0.364 0.233 0.107
C 3.973288 -3.362554 -3.413602 -0.194 0.042 0.109
C 4.118018 -1.991426 -3.164810 0.107 -0.123 0.458
C 4.093194 -1.528092 -1.840045 -0.274 -0.239 -0.589
H 9.782247 4.154665 6.434739 0.053 -0.213 -0.074
H 9.676006 2.386101 6.626875 -0.063 0.186 -0.095
H 9.818889 3.093898 5.004495 -0.130 0.073 0.151
H 7.085794 4.327154 8.121311 -0.125 -0.182 0.025
H 5.628255 3.515500 7.501947 0.218 0.023 0.000
H 6.957677 2.549595 8.181639 -0.020 0.189 -0.097
H 7.079912 5.713796 5.442902 -0.053 -0.022 -0.183
H 7.575817 4.895084 3.944671 -0.061 0.023 0.164
H 5.920757 4.698451 4.558548 0.115 0.006 0.082
H 4.543557 2.046521 5.783388 -0.098 0.150 -0.330
H 2.262094 2.902842 5.335526 0.164 -0.133 -0.273
H 1.430422 3.086524 2.978771 0.383 -0.102 0.111
H 2.938772 2.428711 1.097305 0.072 0.049 0.361
H 5.258312 1.731207 1.553938 -0.370 0.090 0.314
H 6.454686 3.506291 2.188428 0.298 -0.303 -0.154
H 8.145923 4.125158 0.504671 0.189 -0.146 0.221
H 10.392579 3.011925 0.527784 -0.246 -0.134 0.177
H 10.830300 1.169520 2.166035 -0.204 0.214 -0.057
H 9.070034 0.478032 3.757994 0.025 0.221 -0.344
H 7.528824 -0.495890 4.258521 -0.409 0.211 -0.031
H 6.533336 -1.193786 6.058834 -0.195 0.233 0.152
H 5.500971 0.236945 6.189711 0.190 -0.140 -0.233
H 4.543295 -2.390821 5.709259 0.078 0.157 0.147
H 3.665581 -0.927048 5.282916 0.211 -0.094 -0.062
H 5.132911 -2.826178 3.475334 0.132 0.413 0.152
H 3.837131 -1.692758 3.145667 0.170 -0.055 0.032
H 7.011923 -0.300766 1.642213 -0.431 0.335 -0.159
H 5.555270 -0.554638 -0.145482 -0.040 -0.570 0.390
H 3.850864 -2.598421 1.413905 1.061 -0.367 -0.597
H 3.689479 -4.504910 -0.216852 -0.148 0.323 -0.320
H 3.577500 -5.323060 -2.552509 0.166 0.478 0.023
H 4.034860 -3.743907 -4.432709 -0.120 0.150 0.205
H 4.277648 -1.286064 -3.989198 -0.102 -0.348 0.365
H 4.196560 -0.451956 -1.649821 -0.095 -0.515 -0.080
```
Forces are in eV/Å.

As for the spin multiplicity: 1. For the energy, the calculation gives -1883.901912 a.u. As for the HOMO-LUMO gap: 7.8 eV.


No. 3
ORCA calculation (ωB97M-V/def2-TZVPD) on a 2-piece molecular cluster, C4H8N2O overall in a non-equilibrium geometry.

The geometry in XYZ format:
```
15
Properties=species:S:1:pos:R:3:forces:R:3
C 2.627756 0.673240 -0.387312 0.088 0.025 -0.076
C 1.262525 0.050480 -0.515034 -0.046 0.031 -0.433
O 0.666538 -0.095360 -1.549419 0.293 0.060 0.555
C 0.754830 -0.357882 0.828844 0.085 -0.170 1.109
N 0.743148 -0.559989 1.972925 0.073 0.217 -1.024
H 3.260808 0.051691 0.252687 -0.069 0.090 -0.093
H 3.073764 0.802312 -1.373992 -0.081 -0.001 0.112
H 2.522724 1.645219 0.108359 0.016 -0.127 -0.054
C -2.379790 0.202246 0.075441 -0.123 0.194 -0.011
N -1.494051 -0.951296 0.089672 -0.197 -0.274 0.016
H -2.217703 0.764601 -0.849747 -0.046 -0.071 0.126
H -2.121062 0.858816 0.913665 -0.054 -0.087 -0.122
H -3.450324 -0.040408 0.151374 0.158 0.065 -0.017
H -1.684733 -1.581063 -0.680560 -0.020 0.040 0.075
H -1.564429 -1.462608 0.963094 -0.078 0.006 -0.162
```
Forces are in eV/Å.

As for the spin multiplicity: 1. For the energy, the calculation gives -341.920189 a.u. As for the energy above the lowest of the compared OMol25 structures with the same formula, charge and spin: 2.271 eV. As for the HOMO-LUMO gap: 9.4 eV. Its SMILES is CC(=O)C#N.CN.


No. 4
ORCA calculation (ωB97M-V/def2-TZVPD) on a single C4H8N2O molecule in a non-equilibrium geometry.

The geometry in XYZ format:
```
15
Properties=species:S:1:pos:R:3:forces:R:3
N 1.433708 -1.620603 0.666046 0.125 1.078 1.408
C 0.775615 -0.676492 0.744117 1.883 -0.632 1.939
C 0.085651 0.603944 0.865938 -0.043 -0.370 -0.083
N 1.075548 1.585343 1.291749 -0.171 0.220 0.123
C -0.459873 0.761638 -0.556947 0.557 -0.879 -0.281
C -0.765922 -0.757699 -1.043774 -0.058 -1.131 -1.010
O 0.296655 -2.030296 -1.155131 -0.987 1.438 -0.465
H -0.748679 0.465557 1.575798 0.110 0.063 -0.168
H 0.643052 2.485139 1.465561 -0.046 0.009 -0.007
H 1.491630 1.274012 2.167306 -0.016 0.119 -0.212
H 0.286174 1.278663 -1.165598 0.107 -0.344 -0.009
H -1.370108 1.418420 -0.588594 0.411 -1.094 -0.173
H -1.029597 -0.722444 -2.073091 -0.850 0.140 -0.593
H -1.581522 -1.073776 -0.379557 0.312 -0.419 -0.461
H 0.211599 -2.829930 -1.742551 -1.335 1.800 -0.007
```
Forces are in eV/Å.

As for the spin multiplicity: 1. For the energy, the calculation gives -341.830230 a.u. As for the energy above the lowest of the compared OMol25 structures with the same formula, charge and spin: 4.719 eV. As for the HOMO-LUMO gap: 10.2 eV. Its SMILES is N#C[C@@H](N)CCO.


No. 5
ORCA calculation (ωB97M-V/def2-TZVPD) on an isolated ion of composition C5H12NO and charge -1.

The geometry in XYZ format:
```
19
Properties=species:S:1:pos:R:3:forces:R:3
C 0.703199 0.778257 1.406887 0.911 -0.079 0.037
C -0.154093 -0.312042 0.781359 -0.231 0.009 -0.208
C -1.572947 0.275618 0.519945 0.146 -0.110 0.201
O -1.586093 1.465922 -0.077060 -0.160 0.195 -0.069
N 0.420668 -0.895096 -0.453992 -0.435 0.042 0.198
C 0.103600 -0.208456 -1.696090 0.000 0.332 0.792
C 1.823189 -1.155208 -0.394728 0.150 0.241 0.600
H 1.003644 1.547257 0.683844 -0.339 -0.173 0.036
H 1.635691 0.395312 1.855227 -0.178 -0.067 -0.078
H 0.154605 1.271842 2.195657 -0.290 0.200 0.210
H -0.328138 -1.143521 1.496733 0.418 0.166 -0.162
H -2.040783 0.257077 1.553149 -0.054 -0.008 -0.155
H -2.082724 -0.556528 -0.039846 -0.234 -0.014 0.046
H 0.662036 0.742052 -1.788838 0.218 -0.293 -0.375
H 0.270699 -0.922808 -2.490828 0.311 0.071 -0.582
H -0.918288 0.118346 -1.681940 -0.509 0.005 -0.091
H 2.452594 -0.251406 -0.364385 0.034 0.243 -0.195
H 2.118907 -1.729905 -1.259549 0.223 -0.360 -0.294
H 2.070152 -1.682933 0.523018 0.022 -0.401 0.090
```
Forces are in eV/Å.

As for the spin multiplicity: 1. For the energy, the calculation gives -327.665222 a.u. As for the energy above the lowest of the compared OMol25 structures with the same formula, charge and spin: 0.839 eV. As for the HOMO-LUMO gap: 6.4 eV. As for the charge: -1. Its SMILES is C[C@@H](C[O-])N(C)C.


No. 6
ORCA calculation (ωB97M-V/def2-TZVPD) on a single C19H24N4O3 molecule.

The geometry in XYZ format:
```
50
Properties=species:S:1:pos:R:3:forces:R:3
C 0.662056 4.955906 3.166162 -0.166 -0.164 -0.201
C -0.114228 4.220661 2.166142 0.006 0.002 -0.026
C -0.742573 3.593837 1.359484 0.104 -0.130 0.045
C -1.504133 2.808969 0.383959 0.021 0.472 -0.145
C -1.397163 1.300695 0.596449 -0.068 -0.159 0.721
N -0.048675 0.796289 0.508377 -0.077 -0.095 -0.669
C 0.815538 0.684326 1.545364 -0.293 0.116 0.765
O 0.520732 0.909981 2.714074 0.010 -0.119 -0.307
C 2.154893 0.230377 1.170026 0.691 -0.109 0.507
N 2.526141 -0.060976 -0.096611 -0.019 -0.068 -0.521
C 3.779164 -0.432754 -0.071178 -0.101 0.037 0.033
N 4.273100 -0.397692 1.205166 -0.392 0.116 0.016
C 5.516172 -0.699732 1.685937 0.383 -0.018 0.655
C 5.755089 -0.579825 3.020695 0.236 -0.182 -0.776
C 4.730727 -0.150020 3.890973 -0.849 0.277 0.161
C 3.484350 0.153109 3.412424 0.521 -0.063 0.607
C 3.234103 0.031169 2.035345 -0.262 -0.020 -0.669
C -2.366220 0.531885 -0.298769 -0.290 0.315 -0.139
O -3.428621 1.032027 -0.629583 -0.019 0.001 -0.088
N -2.003108 -0.715346 -0.644790 0.391 -0.316 0.210
C -2.808762 -1.591512 -1.472326 -0.107 0.042 -0.242
C -2.597105 -3.018350 -1.016917 -0.169 -0.238 0.343
O -1.235495 -3.376911 -1.213182 0.051 0.129 -0.142
C -2.492624 -1.362579 -2.950685 0.016 -0.036 -0.167
C -3.333729 -2.200162 -3.908456 0.069 0.030 -0.023
C -3.050807 -1.856026 -5.367045 -0.052 -0.037 0.005
H 0.489045 4.528552 4.153322 0.046 0.043 0.039
H 1.725091 4.888271 2.936896 0.028 0.052 0.060
H 0.367972 6.004966 3.178090 0.053 0.021 0.055
H -2.549002 3.112799 0.442799 -0.058 -0.184 -0.116
H -1.152505 3.072419 -0.617710 -0.067 -0.093 -0.067
H -1.751735 1.092228 1.611401 0.149 0.018 0.073
H 0.325682 0.603247 -0.411347 0.142 0.131 0.082
H 4.374981 -0.732079 -0.916992 0.026 -0.005 0.018
H 6.252010 -1.021731 0.965071 -0.002 -0.003 -0.028
H 6.733571 -0.814949 3.411671 0.044 -0.026 -0.080
H 4.930702 -0.058090 4.949338 0.024 -0.007 0.004
H 2.689066 0.483282 4.063090 -0.071 0.007 -0.082
H -1.132313 -1.090138 -0.299496 0.011 0.074 -0.042
H -3.861211 -1.355465 -1.301642 -0.002 0.114 0.067
H -2.852537 -3.093734 0.047206 -0.009 0.081 -0.023
H -3.272199 -3.692412 -1.552371 0.061 0.055 -0.130
H -1.097248 -4.265447 -0.878409 0.032 -0.044 0.033
H -2.653560 -0.303392 -3.168868 -0.045 0.018 0.079
H -1.429984 -1.554610 -3.126349 -0.015 -0.064 0.048
H -3.135170 -3.263294 -3.749089 0.005 0.001 0.005
H -4.396208 -2.044674 -3.697721 -0.011 0.007 0.030
H -3.658293 -2.463665 -6.038623 0.006 0.005 -0.019
H -3.272292 -0.807763 -5.575178 0.008 0.008 0.021
H -2.002688 -2.031669 -5.616122 0.011 0.008 0.020
```
Forces are in eV/Å.

As for the spin multiplicity: 1. For the energy, the calculation gives -1183.150292 a.u. As for the energy above the lowest of the compared OMol25 structures with the same formula, charge and spin: 3.056 eV. As for the HOMO-LUMO gap: 8.4 eV. Its SMILES is CC#CC[C@H](NC(=O)c1ncn2ccccc12)C(=O)N[C@H](CO)CCC.


No. 7
ORCA calculation (ωB97M-V/def2-TZVPD) on a 2-piece molecular cluster, CHBr2O2P overall in a non-equilibrium geometry.

The geometry in XYZ format:
```
7
Properties=species:S:1:pos:R:3:forces:R:3
C -0.787097 -0.090442 -1.187588 3.300 -0.210 0.046
O -1.393855 -0.168592 -2.213336 -0.385 0.205 -0.521
O -1.251054 -0.329728 -0.012153 0.885 0.685 2.992
P 0.155445 0.184509 1.833219 -2.513 -1.900 -1.463
Br 1.554113 -1.451448 1.586040 -0.012 -0.277 -0.034
Br 1.309038 1.772030 1.157393 0.791 1.498 -0.706
H 0.413410 0.083671 -1.163575 -2.066 -0.001 -0.313
```
Forces are in eV/Å.

As for the spin multiplicity: 1. For the energy, the calculation gives -5678.545173 a.u. As for the energy above the lowest of the compared OMol25 structures with the same formula, charge and spin: 2.081 eV. As for the HOMO-LUMO gap: 7.5 eV.


No. 8
ORCA calculation (ωB97M-V/def2-TZVPD) on B2CsF10NO4S2 as an isolated structure in a non-equilibrium geometry.

The geometry in XYZ format:
```
20
Properties=species:S:1:pos:R:3:forces:R:3
Cs -0.054136 2.145636 0.589624 0.200 -0.061 -0.341
N -2.152326 -3.003444 1.612394 -4.233 2.023 0.052
S -1.488986 -4.338614 1.572984 6.540 -4.547 -3.555
O -1.724516 -5.300734 0.508584 -0.877 1.373 0.611
O -1.221886 -4.910824 2.807774 0.269 -1.233 3.424
F 0.013604 -3.831674 1.137964 -0.691 0.454 0.110
S -3.711356 -3.543824 1.630414 -2.031 0.349 0.736
O -4.081706 -4.493194 2.682254 0.846 1.636 -1.641
O -4.183246 -3.761474 0.302934 -0.258 0.084 0.299
F -4.424076 -2.191214 2.087724 0.418 -0.064 -0.002
B 5.930764 2.491806 1.314504 -0.941 0.824 -0.474
F 5.150024 1.333016 1.217614 0.211 -0.742 0.215
F 5.025564 3.557376 1.258604 -1.121 1.008 -0.164
F 6.650574 2.657776 2.449464 0.764 -0.654 2.358
F 6.826664 2.629466 0.297424 0.898 -0.412 -1.891
B -1.263756 4.101246 -4.301726 -1.049 0.141 -0.304
F -0.751036 2.795556 -4.290646 0.686 0.005 -0.386
F -0.386256 5.042366 -3.789636 0.837 0.105 0.549
F -1.723836 4.575826 -5.530266 0.600 -0.248 -1.332
F -2.430066 4.044926 -3.557976 -1.067 -0.040 1.734
```
Forces are in eV/Å.

As for the spin multiplicity: 1. For the energy, the calculation gives -2221.168041 a.u. As for the energy above the lowest of the compared OMol25 structures with the same formula, charge and spin: 2.554 eV. As for the HOMO-LUMO gap: 7.9 eV. As for the charge: -2.